3 unconnected molecules or ions with the total composition C5H13NO2 in a non-equilibrium geometry. Source: OMol25; level of theory: the ωB97M-V functional and the def2-TZVPD basis.

Each line ends with the natural charge from an NBO analysis.
Positions of all 21 atoms, in Å:
C: 2.418 0.030 0.459  -0.519
N: 1.739 0.171 -0.808  -0.141
C: -2.146 0.533 -1.246  -0.705
C: -0.781 -0.022 -0.943  0.012
C: 0.529 0.783 -0.603  -0.204
C: -0.425 0.553 0.507  0.152
O: -0.265 -0.463 1.417  -0.676
H: 1.864 -0.622 1.145  0.281
H: 2.701 0.939 1.036  0.234
H: 3.416 -0.311 0.158  0.214
H: 3.705 -2.728 -0.836  -0.001
H: -2.714 0.679 -0.318  0.350
H: -2.745 -0.175 -1.819  0.236
H: -2.128 1.527 -1.743  0.228
H: 2.988 -2.723 -0.988  0.001
H: -0.501 -1.044 -1.175  0.254
H: 0.371 1.741 -1.111  0.326
H: -0.822 1.423 1.017  0.261
H: -1.223 -0.469 1.817  0.548
H: -3.262 0.062 2.414  0.444
O: -2.720 0.116 1.620  -1.293

DFT total energy = -403.2294 Ha
energy relative to the best compared isomer or geometry (same formula, charge and spin) = 911.6 kJ/mol
frontier orbital gap = 4.53 eV
charge = 0
LUMO = -0.123 Eh
highest occupied orbital energy = -7.867 eV



A molecular structure, C16H10Cl2F6N3O6S4Tb in a non-equilibrium geometry. Source: OMol25; level of theory: the ωB97M-V functional and the def2-TZVPD basis.

Each line ends with the Löwdin spin population.
Positions of all 48 atoms, in Å:
Tb: -0.266 -0.710 0.023  6.063
S: 4.369 -0.552 1.827  -0.002
C: 4.626 -1.582 0.449  -0.003
C: 3.451 -2.064 -0.005  -0.007
C: 2.201 -1.521 0.495  -0.048
C: 2.594 -0.744 1.565  -0.001
C: 1.629 -0.175 2.508  0.001
C: 1.849 0.830 3.477  0.000
C: 0.809 1.302 4.251  0.000
C: -0.390 0.575 4.237  0.001
C: -0.508 -0.460 3.325  0.001
N: 0.403 -0.755 2.384  -0.001
H: 5.585 -1.767 0.052  0.000
H: 3.323 -2.806 -0.802  0.000
H: 2.914 1.222 3.504  0.000
H: 1.011 2.144 4.928  0.000
H: -1.164 0.734 4.937  0.000
H: -1.252 -1.233 3.509  0.000
F: 1.206 3.699 1.189  0.000
C: -0.134 3.806 1.033  0.000
F: -0.705 3.923 2.284  0.000
F: -0.414 4.911 0.324  0.000
S: -0.658 2.169 0.157  0.002
O: 0.612 1.497 -0.144  0.000
O: -1.349 1.338 1.154  -0.004
N: -1.489 2.650 -1.030  0.000
S: -2.384 1.672 -1.935  0.001
O: -1.849 0.301 -1.838  0.003
O: -3.798 1.857 -1.729  0.000
C: -2.047 2.239 -3.807  0.000
F: -2.292 3.556 -3.895  0.000
F: -0.789 1.942 -4.126  0.000
F: -2.862 1.530 -4.604  0.000
S: 0.346 -1.429 -4.664  0.000
C: 1.648 -0.431 -4.082  0.000
C: 1.684 -0.466 -2.739  0.000
N: 0.729 -1.282 -2.120  -0.002
C: -0.005 -1.908 -3.058  0.000
H: 2.265 0.189 -4.728  0.000
H: 2.447 -0.035 -2.096  0.000
H: -0.633 -2.792 -2.891  0.000
Cl: -3.821 -3.974 -1.205  0.000
C: -3.431 -3.334 0.394  0.000
Cl: -3.342 -4.622 1.630  0.000
C: -2.244 -2.477 0.409  0.002
O: -1.244 -2.784 -0.317  -0.005
O: -2.309 -1.414 1.082  -0.002
H: -4.324 -2.770 0.688  0.000

multiplicity = 7
DFT total energy = -5168.1926 Ha
frontier orbital gap (alpha / beta) = 7.30 / 7.87 eV
charge = 0
LUMO (alpha / beta) = -0.022 / -0.002 Eh
highest occupied orbital energy (alpha / beta) = -7.886 / -7.912 eV



A molecular structure, C11H10IrO8S6. Source: OMol25; level of theory: the ωB97M-V functional and the def2-TZVPD basis.

Each line ends with the natural charge from an NBO analysis.
Positions of all 36 atoms, in Å:
Ir: -0.239 -0.878 -0.698  0.727
O: -2.106 -1.326 0.846  -0.998
S: -1.375 -1.278 2.111  2.414
O: -1.841 -2.180 3.132  -0.974
O: 0.057 -1.325 1.837  -0.999
C: -1.640 0.387 2.740  -0.341
C: -1.971 0.464 4.086  -0.192
C: -2.146 1.685 4.719  -0.206
C: -1.997 2.854 3.995  -0.222
C: -1.664 2.790 2.650  -0.208
C: -1.477 1.573 2.005  -0.230
S: -0.837 1.738 0.316  2.382
O: -1.644 0.947 -0.631  -0.957
O: -0.794 3.150 0.072  -0.951
O: 0.480 1.059 0.346  -0.982
H: -2.094 -0.463 4.629  0.247
H: -2.391 1.715 5.773  0.207
H: -2.127 3.818 4.469  0.207
H: -1.532 3.696 2.078  0.246
O: 1.309 -6.207 -4.632  -0.569
C: 1.023 -5.271 -3.937  0.207
S: 0.783 -3.624 -4.566  0.328
C: 0.420 -2.897 -3.021  -0.468
C: 0.439 -3.701 -1.927  -0.475
S: 0.121 -3.000 -0.402  0.281
S: 0.796 -5.390 -2.178  0.340
S: 0.043 -1.244 -2.817  0.183
C: 3.183 0.879 -2.072  -0.638
C: 2.249 2.055 -2.284  -0.060
O: 0.950 1.646 -2.684  -0.718
H: 4.136 1.218 -1.657  0.202
H: 3.388 0.357 -3.010  0.190
H: 2.734 0.169 -1.377  0.232
H: 2.668 2.760 -3.013  0.141
H: 2.100 2.589 -1.346  0.194
H: 0.997 1.234 -3.552  0.461

DFT total energy = -3520.6500 Ha
energy relative to the best compared isomer or geometry (same formula, charge and spin) = 198.2 kJ/mol
frontier orbital gap (alpha / beta) = 6.66 / 6.68 eV
charge = -1
LUMO (alpha / beta) = 0.052 / 0.050 Eh
highest occupied orbital energy (alpha / beta) = -5.258 / -5.322 eV



2 unconnected molecules or ions with the total composition C2H7OS in a non-equilibrium geometry. Source: OMol25; level of theory: the ωB97M-V functional and the def2-TZVPD basis.

Each line ends with the natural charge from an NBO analysis.
Positions of all 11 atoms, in Å:
C: 0.309 -1.168 1.112  -0.769
S: 0.428 -0.486 2.793  -0.137
H: 1.213 -1.376 0.538  0.205
H: -0.073 -0.242 0.612  0.317
H: -0.276 -2.074 1.182  0.205
H: 0.480 0.860 2.807  0.146
C: -0.403 0.880 -1.838  -0.220
O: -0.337 1.635 -0.676  -1.002
H: -1.422 0.455 -1.963  0.084
H: 0.333 0.054 -1.796  0.083
H: -0.252 1.462 -2.772  0.088

DFT total energy = -553.7706 Ha
energy relative to the best compared isomer or geometry (same formula, charge and spin) = 245.0 kJ/mol
frontier orbital gap = 5.63 eV
charge = -1
LUMO = 0.129 Eh
highest occupied orbital energy = -2.130 eV



2 unconnected molecules or ions with the total composition C4H11S2 in a non-equilibrium geometry. Source: OMol25; level of theory: the ωB97M-V functional and the def2-TZVPD basis.

Each line ends with the natural charge from an NBO analysis.
Positions of all 17 atoms, in Å:
C: -1.421 -1.799 1.102  -0.754
S: -2.559 -0.549 0.474  0.102
C: -1.526 0.916 0.970  -0.737
H: -1.625 -2.705 0.530  0.208
H: -1.712 -1.973 2.146  0.195
H: -0.334 -1.590 1.092  0.256
H: -1.889 1.151 1.975  0.197
H: -0.474 0.634 1.034  0.280
H: -1.623 1.673 0.182  0.221
C: 2.300 0.612 -2.447  -0.602
C: 1.663 0.012 -1.219  -0.544
S: 2.065 0.749 0.372  -0.690
H: 3.398 0.493 -2.482  0.183
H: 2.119 1.684 -2.560  0.192
H: 2.040 0.128 -3.435  0.166
H: 1.803 -1.085 -1.359  0.162
H: 0.577 0.183 -1.401  0.164

DFT total energy = -955.3814 Ha
energy relative to the best compared isomer or geometry (same formula, charge and spin) = 56.5 kJ/mol
frontier orbital gap = 5.71 eV
charge = -1
LUMO = 0.117 Eh
highest occupied orbital energy = -2.520 eV



A molecular structure, C35H26ClNO5PS2Ti in a non-equilibrium geometry. Source: OMol25; level of theory: the ωB97M-V functional and the def2-TZVPD basis.

Each line ends with the Löwdin spin population.
Positions of all 72 atoms, in Å:
Ti: -0.349 0.362 -0.751  1.041
O: 1.446 -2.228 -3.158  0.001
S: 1.395 -1.546 -1.892  0.002
O: 1.516 -0.079 -1.959  0.012
O: 0.182 -1.815 -1.093  0.010
C: 2.800 -2.126 -0.952  0.000
C: 3.860 -2.608 -1.710  0.000
C: 5.032 -3.018 -1.100  0.000
C: 5.141 -2.939 0.281  0.000
C: 4.079 -2.467 1.032  0.000
C: 2.878 -2.058 0.443  0.000
P: 1.471 -1.463 1.494  0.002
C: 2.387 -0.830 2.945  0.001
C: 3.332 0.176 2.740  0.000
C: 3.934 0.809 3.813  0.000
C: 3.585 0.466 5.113  0.001
C: 2.630 -0.516 5.328  0.000
C: 2.036 -1.162 4.251  0.001
C: 0.803 -3.075 2.068  0.001
C: -0.569 -3.248 1.891  0.001
C: -1.187 -4.428 2.285  0.000
C: -0.440 -5.444 2.861  0.000
C: 0.929 -5.280 3.041  0.001
C: 1.545 -4.104 2.645  0.000
H: 3.749 -2.658 -2.784  0.000
H: 5.852 -3.389 -1.700  0.000
H: 6.053 -3.247 0.778  0.000
H: 4.185 -2.396 2.107  0.000
H: 3.577 0.479 1.728  0.000
H: 4.658 1.594 3.634  0.000
H: 4.039 0.976 5.953  0.000
H: 2.337 -0.777 6.337  0.000
H: 1.284 -1.920 4.433  0.000
H: -1.143 -2.447 1.437  0.001
H: -2.253 -4.552 2.139  0.000
H: -0.920 -6.364 3.171  0.000
H: 1.515 -6.073 3.491  0.000
H: 2.612 -3.985 2.788  0.000
C: -2.173 -1.989 -2.744  0.002
C: -1.667 -0.777 -3.467  0.009
C: -1.516 -0.812 -4.869  -0.001
C: -0.996 0.268 -5.517  0.007
C: -0.710 1.453 -4.803  -0.001
C: -0.217 2.621 -5.421  0.004
C: -0.045 3.749 -4.658  -0.001
C: -0.390 3.764 -3.300  0.005
C: -0.893 2.651 -2.646  0.000
S: -1.443 2.662 -1.000  -0.004
C: -0.979 1.448 -3.417  0.000
N: -1.364 0.303 -2.775  -0.004
H: -3.090 -2.341 -3.222  0.000
H: -2.377 -1.762 -1.699  0.000
H: -1.432 -2.788 -2.785  0.000
H: -1.774 -1.719 -5.399  0.000
H: -0.816 0.245 -6.585  0.000
H: 0.013 2.609 -6.479  0.000
H: 0.344 4.654 -5.107  0.000
H: -0.292 4.684 -2.737  0.000
Cl: -0.266 3.444 5.751  -0.010
C: 0.023 2.850 4.129  -0.005
C: 1.116 3.339 3.414  0.130
C: 1.347 2.828 2.150  -0.004
C: 0.541 1.848 1.564  0.096
O: 0.921 1.340 0.402  0.055
C: -0.623 1.398 2.282  0.027
C: -1.576 0.468 1.814  0.336
O: -1.596 -0.143 0.654  0.152
C: -0.824 1.921 3.592  0.101
H: 1.768 4.084 3.848  0.010
H: 2.200 3.163 1.571  -0.003
H: -2.370 0.187 2.509  0.018
H: -1.671 1.571 4.169  0.004

multiplicity = 3
DFT total energy = -4227.9371 Ha
frontier orbital gap (alpha / beta) = 5.25 / 7.04 eV
charge = -1
LUMO (alpha / beta) = 0.094 / 0.093 Eh
highest occupied orbital energy (alpha / beta) = -2.681 / -4.500 eV